(1)
Density functional theory data (wB97M-V/def2-TZVPD) for a structure of composition C4H9NO3.

```
! RIJCOSX wB97M-V def2-TZVPD def2/J DEFGRID3
* xyz 0 1
C -1.59164 -0.33009 -0.23141
C 0.40144 1.19540 0.95190
C 1.28692 0.25076 0.15732
N -0.69438 -1.26581 0.14124
H 1.15956 -1.74756 -0.67161
H 0.85263 2.19492 1.01618
C 0.75686 -1.17651 0.17654
O -2.79053 -0.43835 -0.02216
H 0.23026 0.79458 1.96102
O -1.20957 0.45786 -1.95203
H -0.37042 0.06685 -2.21932
H -1.10328 -2.02977 0.66360
H 1.10389 -1.67826 1.09191
H -0.78016 1.49924 -1.08043
H 1.32538 0.59917 -0.88700
H 2.30073 0.27622 0.57969
O -0.87770 1.33134 0.32455
*
```

As for the electronic energy: -11923.50836 eV. The value obtained for the HOMO-LUMO gap is 10.297 eV.

=====

(2)
Density functional theory data (wB97M-V/def2-TZVPD) for a structure of composition C4H9NO3.

```
! RIJCOSX wB97M-V def2-TZVPD def2/J DEFGRID3
* xyz 0 1
H 0.63226 0.63632 1.92361
H 0.43676 2.04779 -0.43127
H 0.59481 -1.08348 -2.12623
H 0.09576 -1.90251 -0.63208
H -2.20916 -0.58358 0.58896
H -1.08096 -1.63279 -1.92407
O 0.92371 1.90286 0.42537
N -0.33246 -0.08746 1.45987
H 2.77200 0.07725 0.82805
C 0.90493 0.56087 0.66848
H -1.80574 1.15052 0.63298
C -1.40235 0.14995 0.48336
C -0.21525 -1.20264 -1.40906
O -0.62140 1.15654 -1.57690
H -0.05912 -1.05948 1.54296
O 1.97694 -0.27580 0.40531
C -0.61074 0.14564 -0.85933
*
```

As for the electronic energy: -11921.17257 eV. The value obtained for the HOMO-LUMO gap is 7.625 eV.

=====

(3)
Density functional theory data (wB97M-V/def2-TZVPD) for a cluster of 2 separate species, C4H9NO3 in total.

```
! RIJCOSX wB97M-V def2-TZVPD def2/J DEFGRID3
* xyz 0 1
H 0.99679 1.32088 1.91755
H -1.23670 0.07631 2.12452
H 1.26089 -2.42233 0.07996
H -1.33480 0.10122 0.34969
C 0.07148 -1.27558 1.22384
H 1.87298 2.10217 -0.20415
H 0.45714 -1.37664 -0.94554
H -0.40698 -0.23565 -3.08361
C -0.65199 0.02893 1.19772
O -1.19302 -0.78451 -3.16572
H -1.81046 -0.07585 -3.01229
C 0.21625 1.28750 1.12999
O 0.27606 -1.87697 2.25498
N 0.57409 -1.68169 0.00877
O 0.46304 1.15531 -1.20696
H -0.45342 2.07831 1.49086
C 0.89864 1.57859 -0.15961
*
```

As for the electronic energy: -11926.50723 eV. Its SMILES is NC(=O)CCC=O.O. The value obtained for the HOMO-LUMO gap is 10.541 eV.

=====

For reference, E_HOMO by record: -9.8 -7.5 -10.0 eV.
For reference, max |F| by record: 0.0721 0.0601 0.0390 hartree/bohr.